{
  "formula": "C2H2OS3",
  "method": "wB97M-V/def2-TZVPD",
  "symbols": ["O", "C", "S", "C", "S", "S", "H", "H"],
  "positions_angstrom": [[-0.576827, -2.001127, 0.175544], [-0.667217, -0.727031, 0.051359], [-2.306387, 0.142192, -0.104213], [0.636523, 0.149567, 0.075134], [0.386522, 1.752306, 0.082406], [2.243567, -0.654351, -0.092024], [-2.923133, -1.119784, -0.099978], [2.542679, 0.751232, -0.242041]],
  "forces_ev_per_a": [[-0.4, 5.7, -0.7], [0.5, -4.8, 0.8], [1.2, -2.2, 0.1], [-1.3, -0.7, -0.6], [0.3, -0.2, 0.1], [-1.5, 3.0, 0.0], [0.5, 1.3, 0.0], [0.7, -2.1, 0.2]],
  "largest_force_ev_per_a": 5.729,
  "smiles": "O=C(S)C(=S)S",
  "homo_energy_ha": -0.3492,
  "de_lowest_kj_mol": 93.5,
  "total_charge": 0,
  "orbital_gap_ev": 7.867,
  "e_tot_ev": -36657.98026
}